Entry 1:
Below is a cluster of 9 separate species, C26H54BFN2O11S in total in a non-equilibrium geometry, with properties calculated with ωB97M-V/def2-TZVPD.

Each line ends with the Löwdin charge.
CARTESIAN COORDINATES (ANGSTROEM)
C1 -0.59493 -2.84176 1.88315  0.0666
C2 0.07381 -3.90453 2.29926  -0.2030
N1 -0.21643 -4.62051 3.50399  -0.0729
B1 -0.60830 -3.71372 4.64383  -0.7190
N2 0.46523 -2.98818 5.30520  0.1758
O1 -1.88118 -3.57831 5.11643  0.1562
S1 -1.24025 -5.91208 3.22437  0.5846
O2 -2.60406 -5.56008 3.11400  -0.2197
O3 -0.77583 -6.54424 2.05110  -0.2423
F1 -1.01469 -6.89430 4.40810  -0.1093
H1 -0.00433 -1.99669 1.55394  0.0814
H2 -1.67292 -2.74728 1.81245  0.0703
H3 0.92568 -4.24432 1.72154  0.1225
H4 0.70669 -3.53901 6.13054  0.0774
H5 1.28725 -3.03182 4.70786  0.0688
H6 -2.42765 -2.99961 4.56933  0.1159
C3 -3.74913 1.11529 -0.09096  -0.0153
C4 -3.56209 -0.19032 0.62694  -0.4730
O4 -2.65270 -0.93947 0.33733  0.0408
C5 -4.54674 -0.52917 1.71783  -0.0093
H7 -2.96921 1.22033 -0.84136  0.0589
H8 -4.71903 1.14207 -0.58387  0.0792
H9 -3.67146 1.94098 0.61446  0.0683
H10 -5.55547 -0.58047 1.30632  0.0891
H11 -4.50775 0.22828 2.50207  0.0888
H12 -4.29357 -1.49664 2.14855  0.0736
C6 0.16044 4.93724 1.24459  -0.0121
C7 -0.55159 3.61638 1.15900  -0.4927
O5 -1.76332 3.55424 1.09847  0.0301
C8 0.29856 2.37353 1.15243  -0.0123
H13 -0.57156 5.74340 1.23896  0.0840
H14 0.73648 4.99256 2.16891  0.0925
H15 0.82338 5.05783 0.38991  0.0616
H16 0.87800 2.31531 2.07540  0.0906
H17 0.96939 2.38590 0.29083  0.0725
H18 -0.34375 1.49580 1.08476  0.0803
C9 2.10117 -7.29704 4.28053  -0.0144
C10 2.62211 -6.70479 5.56531  -0.4871
O6 2.25292 -5.61975 5.95590  0.0673
C11 3.62273 -7.52101 6.34540  -0.0217
H19 1.39596 -6.60568 3.83164  0.0396
H20 2.92509 -7.46337 3.58460  0.0934
H21 1.59070 -8.23913 4.48521  0.0940
H22 4.51241 -7.69879 5.73942  0.0853
H23 3.17973 -8.47452 6.63662  0.0861
H24 3.91101 -6.97810 7.24299  0.0808
C12 -0.49418 -2.44749 -4.66942  -0.0154
C13 -0.48818 -2.44343 -3.15698  -0.4898
O7 0.53726 -2.55251 -2.52306  0.0626
C14 -1.82247 -2.29499 -2.47164  -0.0188
H25 0.52049 -2.56011 -5.04241  0.0659
H26 -1.09621 -3.28024 -5.03571  0.0872
H27 -0.90229 -1.50705 -5.04318  0.0826
H28 -2.47865 -3.12219 -2.74931  0.0903
H29 -2.28150 -1.34587 -2.75449  0.0826
H30 -1.68026 -2.30539 -1.39525  0.0568
C15 -6.29684 5.43457 -1.63511  -0.0254
C16 -5.46951 4.36375 -0.96382  -0.4878
O8 -5.83114 3.20958 -0.95171  0.0610
C17 -4.18010 4.79900 -0.31308  -0.0168
H31 -7.19301 4.98700 -2.05976  0.0794
H32 -6.59182 6.19013 -0.90533  0.0843
H33 -5.72254 5.90242 -2.43643  0.0834
H34 -4.38921 5.52595 0.47335  0.0943
H35 -3.51654 5.24171 -1.05828  0.0877
H36 -3.68526 3.94389 0.12670  0.0284
C18 0.25001 2.55500 -4.37147  -0.0171
C19 0.20078 2.57550 -2.86360  -0.4864
O9 1.20600 2.47174 -2.19892  0.0679
C20 -1.15558 2.73143 -2.21810  -0.0058
H37 1.28087 2.43754 -4.69833  0.0830
H38 -0.33745 1.71826 -4.75283  0.0803
H39 -0.14277 3.49177 -4.77041  0.0850
H40 -1.80212 1.90170 -2.50721  0.0796
H41 -1.60581 3.67789 -2.52322  0.0925
H42 -1.04066 2.72742 -1.13748  0.0495
C21 5.69108 -1.91381 -4.78017  -0.0287
C22 4.20794 -1.66043 -4.91445  -0.5026
O10 3.75885 -1.04063 -5.85146  0.0613
C23 3.31338 -2.21175 -3.83359  -0.0240
H43 6.21282 -1.46395 -5.62241  0.0781
H44 6.06318 -1.46876 -3.85610  0.0829
H45 5.88730 -2.98710 -4.77614  0.0828
H46 3.58176 -1.77909 -2.86880  0.0935
H47 3.40591 -3.29822 -3.78879  0.0943
H48 2.28515 -1.95888 -4.05107  0.0376
C24 4.79774 5.55953 -1.15838  -0.0185
C25 3.80135 6.49316 -0.51784  -0.4923
O11 2.85754 6.07229 0.10982  0.0593
C26 4.03254 7.97388 -0.69393  -0.0223
H49 4.51100 4.53029 -0.95403  0.0825
H50 4.81251 5.71321 -2.23845  0.0864
H51 5.79311 5.73745 -0.74813  0.0854
H52 4.01461 8.23087 -1.75414  0.0852
H53 4.99499 8.25513 -0.26395  0.0851
H54 3.24517 8.52539 -0.18479  0.0807

Summary:
Structure (SMILES): C=CN(B(N)O)S(=O)(=O)F.CC(C)=O.CC(C)=O.CC(C)=O.CC(C)=O.CC(C)=O.CC(C)=O.CC(C)=O.CC(C)=O
Total charge: 0
Energy (eV): -67569.430
Kohn-Sham gap (eV): 9.69

---

Entry 2:
Below is a structure of composition H27O13 in a non-equilibrium geometry, with properties calculated with ωB97M-V/def2-TZVPD.

Each line ends with the Löwdin charge.
CARTESIAN COORDINATES (ANGSTROEM)
O1 -0.20834 -2.83959 -0.29549  -0.0216
H1 -3.04966 -1.56472 -0.72822  0.0414
H2 0.20794 -1.69627 0.27457  0.1232
O2 -1.75243 2.00337 1.51750  0.1913
H3 -1.71650 1.99499 2.46119  0.0873
H4 1.50891 1.75345 1.79792  -0.0006
O3 -1.19137 2.29422 -1.52135  0.1607
H5 0.76490 -0.40226 1.42805  0.0967
O4 1.54830 2.59369 2.21015  0.0772
H6 -2.07622 -0.99299 1.70863  0.0012
H7 2.10401 2.54778 3.00495  0.1055
O5 1.69308 0.16109 3.37556  0.0132
H8 1.77887 0.45354 4.25132  0.0512
H9 2.54006 0.07958 2.98759  0.0495
O6 1.94352 0.44146 -1.96345  0.0323
H10 1.21746 0.61638 -2.57206  0.0248
H11 2.71631 0.93305 -1.81106  0.0358
O7 -0.18952 0.95786 -3.73305  0.1212
H12 -0.97304 0.73525 -3.85137  -0.0712
H13 0.32007 1.22279 -4.42423  0.0605
O8 0.61499 -0.53541 0.44784  0.0258
H14 1.35636 -0.11863 -0.19249  0.1572
H15 -1.24532 -0.80205 -3.13607  0.0794
O9 -2.19852 -1.91749 1.98201  -0.0734
H16 -0.47042 -3.28657 0.55714  0.1038
H17 -3.18727 -2.12254 2.00844  0.1088
O10 1.64797 -3.23990 1.49513  -0.0891
H18 2.06813 -4.04103 1.13617  0.0681
H19 1.80621 -3.37138 2.50092  0.1133
O11 -2.34124 -1.15685 -0.32403  -0.0581
H20 -2.10806 -0.56770 -1.07012  0.0605
H21 -1.10026 -2.31495 -0.59901  0.1107
O12 2.41236 2.73036 -0.32711  0.1928
H22 1.84940 3.44078 -0.68667  0.1285
H23 2.15429 2.60121 0.44682  -0.1274
O13 -1.97862 -1.41437 -2.79729  -0.0434
H24 -2.50941 -1.99032 -3.34529  0.0813
H25 -1.71357 1.10280 1.07122  0.0934
H26 -1.73489 2.93468 -1.82922  0.0378
H27 -0.50971 2.22757 -1.92046  -0.1497

Summary:
Total charge: +2
Spin multiplicity: 2
Energy (eV): -27031.272
Kohn-Sham gap (spin up / spin down) (eV): 10.93 / 2.95

---

Entry 3:
Below is a cluster of 2 separate species, C6H12O in total, with properties calculated with ωB97M-V/def2-TZVPD.

Each line ends with the Löwdin charge.
CARTESIAN COORDINATES (ANGSTROEM)
C1 -2.69413 -0.86534 0.41057  -0.1002
C2 -1.34579 -0.50741 -0.21114  -0.2203
C3 -0.61349 0.51061 0.62641  -0.3386
C4 2.25525 -0.84101 -0.58645  -0.0931
C5 3.17046 0.09342 -0.35958  -0.0800
C6 0.10246 1.64027 0.04300  -0.1457
O1 -1.17551 1.82027 0.63649  -0.0439
H1 -3.24194 -1.58476 -0.20629  0.0705
H2 -2.56580 -1.30370 1.40729  0.0758
H3 -3.30588 0.03650 0.51518  0.0773
H4 -0.71966 -1.40400 -0.31518  0.1028
H5 -1.49363 -0.09722 -1.21801  0.1177
H6 -0.29397 0.16313 1.61305  0.1465
H7 1.73487 -0.91430 -1.53883  0.0553
H8 1.98548 -1.57184 0.17255  0.0537
H9 3.68770 0.16541 0.59395  0.0503
H10 0.93991 2.08921 0.57644  0.1060
H11 3.43897 0.82539 -1.11735  0.0511
H12 0.13470 1.74535 -1.04212  0.1147

Summary:
Structure (SMILES): CC[C@H]1CO1.C=C
Total charge: 0
Energy (eV): -8461.945
Kohn-Sham gap (eV): 11.25

---

Entry 4:
Below is a structure of composition C21H37LaN9O2 in a non-equilibrium geometry, with properties calculated with ωB97M-V/def2-TZVPD.

Each line ends with the Löwdin charge.
CARTESIAN COORDINATES (ANGSTROEM)
La1 0.64870 -0.43336 0.61449  2.1853
C1 2.29642 4.18887 2.84534  -0.0135
C2 1.74415 2.43350 0.67260  -0.0356
N1 0.77038 1.49193 2.34267  -0.1030
C3 1.09667 1.20379 3.73496  -0.1196
C4 0.34433 -0.04509 4.25809  -0.1352
N2 -0.03832 -1.04492 3.20497  -0.1546
C5 0.28384 -2.48436 3.44400  -0.1776
C6 1.24065 -3.09224 2.41756  -0.2012
N3 0.71305 -3.00924 1.02407  -0.2075
C7 1.61650 -3.59816 -0.01289  -0.1830
C8 1.26534 -3.12443 -1.42501  -0.1819
N4 1.40550 -1.65952 -1.48738  -0.0909
C9 1.70483 -1.01739 -2.56275  -0.2358
C10 1.84145 -1.65646 -3.90675  0.0165
C11 1.87887 0.47289 -2.40147  -0.2166
C12 2.32047 1.33191 -3.35910  0.0282
C13 2.41710 2.70898 -2.99261  -0.0026
C14 2.14773 3.14025 -1.73119  0.0102
C15 1.76141 2.19227 -0.72921  -0.2701
N5 1.57932 0.91912 -1.14997  -0.0738
H1 2.76147 3.31956 3.31106  0.0886
H2 2.25976 5.00759 3.55599  0.1062
H3 2.86631 4.45930 1.96018  0.0974
H4 0.84390 2.08046 4.33559  0.1404
H5 2.17551 1.06955 3.81240  0.1345
H6 -0.56658 0.26026 4.77159  0.1252
H7 0.96059 -0.54182 5.00684  0.1261
H8 -1.04704 -0.98500 3.13579  0.1052
H9 -0.64502 -3.05875 3.44790  0.1319
H10 0.71758 -2.61893 4.43560  0.1310
H11 1.42157 -4.13293 2.69908  0.1407
H12 2.21107 -2.58278 2.44630  0.1269
H13 -0.17082 -3.51240 0.99270  0.1307
H14 1.59755 -4.68833 0.03580  0.1392
H15 2.63607 -3.28337 0.22233  0.1297
H16 0.24160 -3.41409 -1.68430  0.1358
H17 1.91935 -3.63072 -2.13678  0.1287
H18 0.94618 -2.23240 -4.14493  0.1097
H19 2.68869 -2.34696 -3.90309  0.1133
H20 2.00296 -0.93022 -4.69489  0.0795
H21 2.59343 1.01469 -4.35317  0.1192
H22 2.77175 3.41717 -3.73031  0.1290
H23 2.31679 4.17350 -1.45694  0.1295
N6 -1.19984 1.85138 0.36576  0.0259
C16 -0.75652 3.05476 1.13271  -0.2629
C17 -0.80441 4.32449 0.27782  -0.1343
C18 -2.16462 4.97376 -0.00520  -0.1529
C19 -2.62034 6.00309 1.04294  -0.1411
N7 -3.62104 5.56794 2.02923  0.0910
C20 -4.93568 5.77904 1.89727  -0.4227
N8 -5.45615 6.09380 0.71558  0.2332
N9 -5.73842 5.63802 2.95152  0.2189
C21 0.67588 2.85787 1.66509  -0.4307
O1 0.92375 3.91992 2.50086  -0.1024
O2 1.93403 1.10257 1.49410  -0.3351
H24 -1.08891 2.05242 -0.62644  0.0857
H25 -2.19913 1.71966 0.48502  0.0903
H26 -1.40105 3.14347 2.01340  0.1553
H27 -0.32319 4.07753 -0.67522  0.1149
H28 -0.16176 5.07731 0.73764  0.1266
H29 -2.95178 4.23629 -0.19272  0.1159
H30 -2.06046 5.52637 -0.94100  0.1225
H31 -3.01969 6.89414 0.55623  0.1268
H32 -1.76901 6.36825 1.61798  0.1362
H33 -3.30994 5.32397 2.95553  0.1561
H34 -4.89122 6.15335 -0.11281  0.1235
H35 -6.42314 6.36330 0.63236  0.1457
H36 -5.35519 5.59175 3.88081  0.1367
H37 -6.73463 5.75888 2.86931  0.1409

Summary:
Total charge: +3
Energy (eV): -40719.605
Kohn-Sham gap (eV): 6.86